(1)
179
Properties=species:S:1:pos:R:3:forces:R:3 method="wB97M-V/def2-TZVPD" lumo_ha=-0.012 max_force_ev_per_a=6.50 gap_ev=8.99 smiles="COCCCCCCCCCCC(F)(F)O[C@@](N(C(C)=O)C(C)=O)([C@](O)(C[C@@H](C)Cl)NCC(=O)Cl)S(C)(=O)=O.CCOC(=O)C(F)(F)F.CCOC(=O)C(F)(F)F.CCOC(=O)C(F)(F)F.CCOC(=O)C(F)(F)F.CCOC(=O)C(F)(F)F.CCOC(=O)C(F)(F)F.CCOC(=O)C(F)(F)F" e_homo_ev=-9.3308
S -3.405 1.509 -5.638 -5.5 0.3 -3.4
C 5.253 -4.281 6.770 0.7 -1.9 -0.2
H -6.004 -0.860 3.481 0.3 -1.5 -0.3
H -1.316 11.319 0.286 0.1 -0.1 -0.2
H -5.271 -4.418 2.673 -1.4 0.0 1.4
H 4.030 -9.778 1.800 0.1 0.0 0.0
C -1.383 4.072 -3.053 2.2 1.2 3.7
C 2.118 9.139 5.562 0.8 0.1 0.2
O -0.513 9.534 -0.453 0.9 0.0 -0.8
H -1.281 1.029 -7.355 0.8 0.4 1.4
H -3.693 -2.989 4.008 -0.6 1.4 -0.3
C -1.956 2.161 -4.586 1.6 0.3 0.2
H 5.602 -7.071 8.361 -0.1 0.4 0.0
F 10.146 -2.014 -7.186 -0.7 0.0 -0.1
H 5.897 -11.373 2.123 0.3 0.1 0.1
H -0.744 6.199 -3.217 0.8 -1.3 -0.2
H 1.755 2.973 -3.080 -0.9 -1.4 -0.7
H 4.136 9.135 4.794 -0.1 0.0 0.0
C -5.625 -1.923 3.299 0.6 -0.3 0.9
H -5.440 -4.827 5.795 0.4 -0.8 -1.7
O -7.619 0.251 -0.209 -0.9 -0.7 0.3
H 7.755 -5.711 6.660 -0.1 -0.2 0.0
O 1.956 -0.172 -2.579 1.1 5.0 -3.2
H -7.978 1.255 -2.451 0.0 -0.2 0.2
H 7.819 -5.905 8.404 -0.1 -0.1 0.0
H 2.592 -1.681 1.922 -0.2 -0.2 0.2
O 0.957 6.788 5.046 -1.0 0.5 -0.3
O 7.120 -10.085 3.127 0.7 0.5 0.9
O -3.518 2.194 -6.978 1.8 -1.2 2.6
O 5.611 -4.550 5.651 -0.5 0.8 0.7
F 1.400 9.621 -3.431 -0.5 0.2 0.7
C 7.237 -9.329 4.237 -1.8 -0.7 -0.6
F 4.741 -1.994 6.268 0.6 -0.9 0.7
H 0.603 5.062 -2.608 -1.5 0.2 -1.3
H 1.377 2.869 -5.402 -0.6 -0.2 0.5
H 4.868 -8.564 2.779 -0.1 -0.1 0.0
F 5.107 -2.479 8.341 0.1 -0.5 -0.5
C -3.378 5.211 -5.972 0.4 0.5 1.1
C -2.782 1.018 -2.565 -0.6 -1.5 4.8
F -3.719 2.023 -2.275 1.8 -1.7 -1.9
F -1.553 6.646 3.884 0.7 0.4 0.4
C 0.235 -0.289 -6.377 1.5 -0.2 -2.3
F -8.982 -1.386 1.560 0.1 0.4 -0.7
O -1.458 3.773 -1.832 -0.5 0.1 -4.8
C 1.855 -0.210 -6.605 -1.0 -0.3 -0.3
H -5.679 -2.161 2.173 0.0 0.4 1.7
O -8.951 -0.504 -1.870 -0.3 -0.2 1.2
H 5.150 -1.467 -4.576 0.1 0.0 -0.1
O -0.438 11.149 -2.031 0.7 -0.9 -0.1
H 2.340 -0.810 4.285 0.0 0.1 -0.2
N 0.703 2.390 -4.796 -0.3 -0.1 0.5
H -6.351 0.046 -3.954 0.0 0.0 0.1
C -9.485 -1.210 0.323 -1.0 -1.1 1.2
H 0.136 5.127 -4.461 -0.6 0.0 1.5
H 2.359 -1.069 -6.049 -0.5 1.4 -0.6
F -10.682 -0.603 0.479 0.5 0.1 -0.3
H -8.798 0.350 -3.717 -0.2 -0.2 0.3
F 9.529 -0.975 -8.980 -0.5 -0.2 0.4
H -3.698 10.499 0.123 0.1 0.0 0.0
C -5.968 -4.497 3.595 0.4 0.2 1.0
F 3.271 -3.109 7.395 0.5 -0.4 -0.2
H -3.106 8.945 -0.508 0.0 0.1 0.2
H -2.184 -1.860 2.470 -1.5 0.8 0.0
O 6.850 -2.532 -7.988 1.1 0.3 -0.1
H 3.965 -2.646 2.449 -0.3 -0.3 0.1
H -6.880 -5.145 3.354 1.4 0.9 0.3
C -5.145 -5.256 4.761 -0.7 0.3 0.2
C -3.218 -1.366 2.500 0.2 0.9 0.5
C 0.074 -4.299 3.607 -1.0 -1.5 0.7
C 2.206 0.841 -3.287 -1.8 -4.4 3.0
F 2.226 9.372 -1.452 -0.6 0.2 0.0
C 0.313 7.788 4.857 1.8 0.2 0.7
H -6.248 -2.872 5.231 -0.6 -0.4 -1.6
O -1.831 1.168 -3.568 -1.2 1.4 -0.3
H -1.025 1.326 -1.081 -1.5 -0.6 -0.4
H -3.929 6.174 -5.640 0.9 -1.7 -0.5
C 5.907 -6.414 7.543 0.4 -0.8 -0.1
H 5.486 -6.830 6.623 0.0 0.3 0.0
C -1.993 0.719 -1.166 0.0 -0.2 -0.4
O 0.364 -1.970 2.977 -0.2 -1.1 0.3
H 3.671 -1.830 4.798 -0.2 0.2 -0.7
H -3.835 0.327 0.021 1.3 1.2 0.5
F -3.564 -0.199 -2.778 1.2 2.4 -0.5
C 4.598 -2.968 7.191 -0.7 1.7 0.8
C -4.061 -1.938 3.753 -0.3 0.5 -1.5
C -1.138 7.824 4.384 -1.9 -0.2 -0.7
H -2.884 -0.933 -5.094 -0.3 1.1 -1.2
H 2.031 -0.365 -7.730 -0.2 0.3 1.6
C -0.551 2.200 -5.448 -1.2 0.2 -3.4
C -0.389 1.146 -6.652 0.7 -0.4 -0.7
F 0.627 -4.955 4.649 0.1 0.5 -0.4
H -5.727 -7.114 2.697 1.2 -0.1 1.2
Cl -0.138 -1.158 -4.839 0.0 0.6 -0.6
O 7.730 -0.913 -6.682 0.6 -0.5 -0.9
N -2.147 3.559 -4.173 -0.8 -1.3 0.7
F -1.200 -4.035 3.957 0.7 0.3 -0.3
H -1.223 -0.137 1.226 -1.1 1.1 0.3
H -1.583 9.874 1.250 0.3 -0.1 -0.3
O -4.357 4.381 -3.908 4.8 -0.5 -2.4
H -3.939 -7.044 3.368 -1.6 -0.2 0.2
C -2.009 0.670 1.425 -1.1 0.9 0.6
C 3.018 -2.211 2.779 0.6 0.7 -0.1
H -1.113 3.233 -7.107 0.1 0.1 0.9
H 5.274 -10.888 3.695 0.2 0.2 0.0
C -3.244 -0.335 -5.991 -0.2 -1.1 0.0
C -3.303 4.313 -4.616 -5.3 2.0 0.9
F 9.403 -10.031 4.947 -0.7 0.1 -0.2
H -4.322 -0.697 -6.212 1.6 1.2 0.5
Cl 3.911 0.872 -4.008 -1.4 0.7 0.3
C 9.215 -2.004 -8.164 1.9 -0.4 -0.7
H -2.906 10.408 -1.459 0.0 0.1 0.1
C -5.031 -7.325 3.593 -0.2 -0.7 -0.2
H 5.554 -9.055 1.239 -0.1 -0.2 0.0
H 6.037 -2.702 -5.483 -0.1 0.1 0.0
H -7.120 -1.500 -3.521 -0.1 0.1 -0.1
C -1.555 10.254 0.227 -0.7 0.3 0.4
O 2.175 -3.307 3.171 -1.1 -0.4 0.1
H -4.003 -5.157 4.653 -1.6 -0.1 0.0
H -2.333 5.513 -6.329 -1.6 -0.7 0.3
C -2.901 0.996 0.130 1.1 -0.2 -0.6
H -1.658 -0.390 -1.223 -0.7 1.8 0.2
C 8.699 -8.973 4.491 2.0 0.6 0.2
C 6.431 -0.670 -6.119 -0.7 0.1 0.5
F 0.785 7.948 -2.213 -0.2 0.6 0.2
H -7.566 -2.888 3.842 1.5 -0.3 0.8
C 1.088 9.264 -2.171 1.4 -1.0 -0.9
H -3.989 0.812 2.596 1.6 -0.9 0.1
F 9.403 -3.130 -8.878 -0.6 0.5 0.4
H 0.401 1.662 -7.338 -1.3 -0.9 1.3
H 2.219 10.133 6.003 -0.4 -0.1 -0.1
C 7.420 -6.344 7.486 0.1 0.4 0.0
O -4.741 1.604 -4.962 3.7 -0.2 -0.1
F 0.016 -5.182 2.586 0.2 0.6 0.1
F -1.344 8.743 3.415 0.5 -0.2 0.3
C 0.854 -3.043 3.226 1.4 1.4 -0.6
H 3.056 7.986 3.987 0.1 0.0 0.1
H -6.248 -0.584 -2.302 0.0 0.2 -0.1
C -8.178 0.246 -2.823 0.5 0.3 -0.6
H -4.031 4.728 -6.771 1.2 0.4 1.2
H 2.911 9.700 3.635 0.1 0.1 0.2
C -8.556 -0.407 -0.583 1.0 1.0 -1.5
C -0.241 5.186 -3.388 -0.9 -0.3 0.1
H -1.475 1.647 1.748 -0.7 -1.6 -0.7
H -3.860 -1.227 4.638 -0.5 -1.3 -1.2
H -5.067 -8.458 3.775 0.0 1.7 -0.1
H 0.374 1.899 -2.636 0.9 0.0 -2.0
H -2.452 0.421 3.644 -1.0 -0.2 -1.5
H 2.293 8.413 6.361 -0.2 -0.1 -0.2
C -2.989 0.236 2.637 1.0 -1.1 -0.3
C 3.117 8.981 4.432 -0.1 -0.2 -0.3
F -1.986 8.132 5.388 0.7 0.0 -0.1
F 8.843 -7.995 5.404 -0.5 -0.5 -0.5
H -2.640 -0.558 -6.931 -0.6 0.6 1.4
H 3.971 -0.491 3.671 0.0 -0.1 0.0
H 2.222 0.830 -6.323 -0.2 -1.7 -0.2
C 5.790 -10.524 2.802 -0.8 -0.2 -0.3
O -0.730 3.460 -6.230 0.2 -1.3 0.0
O 0.772 9.039 5.071 -0.9 -0.7 -0.2
H 6.886 -1.728 -4.295 -0.1 0.1 0.0
O 6.312 -9.011 4.942 1.1 0.0 -0.2
H -0.120 -0.973 -7.245 0.3 1.0 1.7
H 5.669 -0.640 -6.903 0.2 -0.2 0.0
C 6.102 -1.699 -5.056 0.1 -0.4 0.0
H -3.742 -1.521 1.481 0.7 -0.1 1.7
C 5.011 -9.419 2.115 0.1 0.3 0.1
C 3.268 -1.278 3.948 -0.4 -0.1 0.2
C 7.795 -1.882 -7.618 -1.7 0.4 0.8
C 1.140 2.067 -3.486 2.0 0.7 2.5
H 6.466 0.325 -5.667 0.3 -0.1 -0.2
C -0.040 10.105 -1.580 -1.5 0.9 1.1
F 9.330 -8.549 3.376 -0.6 -0.2 0.2
C -6.463 -3.038 4.115 0.7 0.6 -1.5
F -9.743 -2.443 -0.163 0.3 0.5 -0.1
H 7.847 -7.338 7.353 -0.1 0.1 0.1
H -3.161 2.116 0.177 0.1 -1.9 -0.3
C -6.899 -0.486 -3.174 0.1 -0.2 0.2
O 5.344 -5.120 7.820 -0.5 1.1 -0.5
C -2.897 10.016 -0.439 0.0 -0.1 -0.4
O -5.511 -6.660 4.785 1.1 0.4 -0.9

---

(2)
173
Properties=species:S:1:pos:R:3:forces:R:3 method="wB97M-V/def2-TZVPD" lumo_ha=0.009 max_force_ev_per_a=5.75 gap_ev=10.18 e_homo_ev=-9.9360
H 5.509 -7.119 16.416 -0.3 0.2 -0.7
H 4.191 -11.344 20.057 -0.4 -0.5 0.0
C 13.107 -7.733 22.054 0.6 2.0 0.6
H 13.798 -6.839 22.094 -0.8 -0.6 -0.5
O 7.148 -17.236 24.610 0.5 -1.1 -1.1
C 8.177 -7.711 18.254 0.8 -0.3 1.7
H 12.276 -6.630 15.257 -0.4 0.1 0.3
F 14.434 -12.610 10.953 -0.3 -0.4 0.0
C 6.270 -13.259 20.227 0.2 -0.5 -0.8
H 7.159 -19.237 19.661 -0.1 -0.4 0.4
H 8.881 -15.645 19.370 -0.1 -0.3 -0.4
O 7.386 -17.985 17.321 0.1 -0.3 -0.2
H 16.124 -13.440 19.229 0.0 0.6 -0.4
H 14.096 -17.505 24.248 0.4 0.3 0.2
C 15.180 -12.402 15.659 0.8 -0.2 -1.7
C 6.457 -8.843 17.309 -0.3 -1.1 1.6
C 10.045 -13.000 21.746 -1.9 -0.5 0.2
H 13.909 -13.857 18.144 0.0 -0.2 0.0
O 8.970 -9.254 14.980 2.1 -0.3 0.0
H 5.426 -15.324 16.559 0.1 -0.1 0.0
O 9.564 -12.677 19.551 -0.2 0.3 -0.3
F 9.125 -10.972 12.927 0.1 0.2 0.3
H 9.967 -10.971 18.511 0.0 1.0 0.2
H 11.119 -16.968 13.375 -0.3 1.0 0.2
H 7.869 -7.080 16.345 0.2 -0.1 -0.2
O 13.945 -8.859 21.966 0.3 -0.4 0.7
C 12.576 -12.542 25.547 -1.5 -0.5 0.2
H 14.423 -15.578 18.268 -0.1 0.5 0.0
H 7.309 -15.263 13.056 -0.4 0.2 0.9
C 13.620 -11.291 23.589 0.4 -0.1 1.2
H 5.681 -13.809 19.481 0.1 0.0 0.3
O 11.301 -9.301 15.169 -1.4 -0.4 -0.5
H 11.910 -6.831 20.469 -0.2 1.3 -0.3
H 6.569 -16.429 15.642 -0.5 1.1 0.1
H 8.785 -14.768 25.369 0.7 0.6 0.2
H 6.849 -9.300 16.415 0.0 0.3 -0.6
C 12.940 -8.633 19.895 -0.7 -1.7 -0.4
C 13.195 -14.877 19.840 -4.0 -0.5 -0.7
H 16.273 -12.277 15.478 -0.6 -0.2 0.3
H 10.476 -6.889 15.083 0.7 0.2 0.1
H 13.581 -11.505 16.679 0.3 -0.4 0.5
C 10.496 -12.445 20.425 2.5 0.3 -1.4
H 7.630 -14.400 24.055 -0.1 0.5 -0.1
O 12.036 -15.297 19.632 2.9 0.5 0.4
H 7.238 -15.592 26.804 -0.7 0.2 0.2
H 9.591 -16.233 13.962 -0.3 0.1 -0.2
C 11.349 -6.903 15.772 -0.7 -2.6 -0.9
C 8.977 -16.706 19.083 0.0 1.5 -0.3
C 12.142 -7.767 20.889 1.0 -1.2 -1.0
C 12.293 -16.360 24.009 -0.3 -1.2 0.7
H 16.169 -14.996 19.887 0.0 -0.6 0.5
H 13.060 -18.096 23.056 -0.4 -0.5 -0.7
F 13.230 -11.198 12.087 0.0 0.0 -0.2
O 11.229 -15.063 14.290 -0.2 -0.2 -0.1
H 11.059 -6.313 16.589 0.1 1.3 1.1
H 13.011 -9.235 24.179 -0.4 0.0 0.0
F 9.417 -14.204 21.637 0.8 0.3 -0.1
O 14.715 -10.222 20.422 0.0 -0.4 -0.2
H 6.006 -14.505 25.934 0.1 0.2 0.4
O 14.953 -13.759 13.309 1.0 -4.0 -0.5
C 12.148 -16.382 15.981 0.8 -1.5 0.0
H 9.996 -16.984 20.908 0.6 0.5 0.9
H 13.041 -16.890 15.488 -0.8 0.7 0.8
C 10.095 -9.619 14.661 -0.9 0.8 1.0
O 10.880 -15.457 26.331 -0.2 1.9 0.5
O 8.698 -14.889 16.542 0.5 -0.6 -0.1
C 15.495 -14.187 19.675 -1.9 0.4 0.4
H 8.814 -13.689 14.279 -0.2 0.1 -0.6
C 9.708 -11.980 18.284 -1.0 -0.5 -0.3
H 15.245 -13.568 21.833 0.0 0.0 0.2
C 6.127 -15.395 15.734 1.0 0.0 -1.0
C 13.351 -10.166 24.603 -0.3 -0.4 0.2
O 12.585 -13.981 15.671 -1.4 -3.4 -0.6
C 5.618 -13.310 21.579 0.9 0.2 -0.1
S 7.317 -17.217 18.541 -0.4 0.6 0.3
C 14.407 -11.825 12.022 -0.1 0.2 0.1
O 7.578 -8.901 18.299 -1.3 -0.2 -1.1
H 9.651 -18.421 20.018 0.3 -1.0 0.2
H 11.527 -16.336 23.260 -0.6 0.7 -0.2
H 7.270 -13.685 20.239 -0.1 -0.4 0.1
C 6.715 -15.321 25.878 1.2 -0.7 -1.1
H 7.506 -16.630 21.280 0.3 -0.4 -0.2
F 9.079 -12.176 22.206 0.3 0.3 0.3
H 13.855 -13.491 24.055 -0.7 0.2 -0.3
O 6.975 -13.170 16.937 0.2 -0.6 -0.8
H 12.307 -9.430 19.418 0.6 0.9 0.1
F 10.967 -9.871 12.505 -0.8 -0.9 0.9
H 5.148 -10.268 20.930 0.3 1.2 0.9
O 12.157 -10.313 27.041 -0.1 -0.7 -0.5
H 12.769 -12.889 26.578 0.2 -0.1 -0.7
C 14.256 -14.643 18.825 1.5 -0.3 -0.1
H 4.892 -14.004 14.650 0.3 0.1 -0.3
C 13.932 -9.372 20.743 0.4 -0.2 -0.3
H 5.405 -7.188 18.150 0.4 0.3 0.1
H 14.323 -12.605 20.611 0.3 0.1 0.3
H 5.412 -17.187 25.769 0.8 -0.2 0.4
H 11.713 -13.061 25.111 0.0 -0.1 0.4
C 6.796 -14.392 13.539 0.2 -1.1 -1.8
H 10.534 -13.688 17.368 0.1 0.7 -0.4
C 14.648 -12.645 13.321 -0.3 3.6 1.0
C 13.695 -12.517 24.540 1.9 -0.8 0.2
C 11.393 -8.373 16.306 0.2 0.2 -0.7
H 14.946 -13.464 15.747 -0.1 0.2 0.1
C 7.903 -17.627 20.984 -1.2 0.0 1.5
F 10.983 -11.688 13.826 -0.9 1.4 -0.5
H 12.649 -7.734 23.019 -0.6 -0.1 0.6
O 10.768 -10.636 24.977 0.8 -0.7 0.6
C 11.139 -16.592 26.159 0.2 -1.5 -1.6
F 15.358 -10.902 11.810 0.1 0.1 0.5
F 11.020 -13.085 22.593 0.7 -0.2 1.0
H 7.843 -18.230 21.882 0.6 0.0 0.3
H 14.251 -9.927 25.189 -0.3 -0.4 0.1
H 6.464 -11.580 18.827 -0.8 -0.1 0.3
F 9.960 -17.331 28.124 -0.5 0.7 -0.7
H 6.576 -13.814 12.629 -0.5 0.1 0.5
C 6.058 -7.380 17.293 0.2 -1.0 0.2
C 12.019 -15.061 15.357 2.5 5.2 0.5
O 9.178 -16.765 23.767 0.8 -0.7 -1.1
C 7.730 -13.620 14.395 0.0 1.5 1.5
O 11.709 -17.156 25.113 0.7 0.0 -0.1
C 7.463 -6.839 17.331 -0.5 1.6 -1.7
H 5.862 -18.058 20.196 -0.2 -0.2 0.2
O 13.539 -14.421 21.031 0.1 -0.2 0.7
S 7.496 -14.247 16.091 -1.5 1.0 0.7
F 11.861 -18.138 27.817 0.3 -0.1 -1.1
H 14.611 -11.152 23.148 -0.3 0.0 -0.2
C 10.776 -17.704 27.128 -0.7 -1.9 2.0
H 7.373 -12.555 14.418 0.7 -0.9 0.2
H 12.353 -8.666 16.761 -0.4 0.3 -0.1
H 14.926 -10.488 16.438 0.4 0.0 0.5
O 5.015 -12.135 21.822 -0.6 0.6 -0.1
O 14.560 -11.882 14.416 0.1 0.2 -0.3
H 12.867 -11.357 22.792 0.1 -0.1 0.4
O 5.694 -14.167 22.411 -0.3 -0.4 0.3
H 9.747 -16.758 18.300 -0.6 -0.2 0.1
O 11.582 -11.894 20.225 -2.0 -0.7 0.8
C 7.896 -15.062 24.866 -1.5 0.0 0.4
S 12.017 -10.859 25.702 0.5 2.6 -1.1
C 6.323 -11.795 19.896 0.7 0.9 0.4
C 6.075 -16.538 25.191 -1.0 1.3 0.3
C 10.263 -10.567 13.469 2.0 -0.6 -0.9
C 10.883 -17.069 15.489 -0.8 -0.8 -0.2
C 13.428 -17.180 23.457 0.9 1.0 0.0
H 7.225 -11.347 20.357 -0.4 -0.2 0.0
C 9.258 -17.479 20.335 -0.8 -0.6 -0.8
O 6.413 -16.072 18.556 0.5 -0.3 0.1
H 11.204 -8.271 21.054 -0.2 -0.2 0.6
C 10.708 -12.595 17.374 0.1 -1.0 0.4
H 12.283 -16.292 17.070 0.0 -0.1 -0.4
C 14.683 -11.513 16.733 -1.0 0.6 -0.5
H 13.610 -8.196 19.158 -0.5 0.6 -0.3
H 12.590 -15.404 24.406 -0.1 0.4 0.0
H 15.086 -11.802 17.696 -0.1 0.3 0.2
H 10.579 -8.627 16.990 0.1 0.3 0.0
F 10.178 -18.770 26.519 0.8 1.0 0.3
H 5.001 -15.610 13.914 0.2 0.4 0.0
C 14.696 -13.589 20.902 1.0 -0.2 -1.4
O 9.134 -7.489 18.946 0.6 0.3 -0.1
H 10.938 -18.170 15.270 0.1 1.0 0.6
H 14.639 -12.482 25.123 -0.3 0.6 -0.3
H 7.584 -5.764 17.374 0.2 0.1 0.8
C 5.587 -14.811 14.394 -0.2 -1.1 0.4
H 5.670 -9.484 17.701 0.1 -0.1 0.1
H 10.522 -12.138 16.408 0.3 -0.3 -0.4
H 10.017 -16.842 16.115 0.3 -0.3 0.3
H 11.730 -12.430 17.691 0.1 0.2 -0.1
C 8.170 -16.396 24.269 -1.2 0.0 2.0
H 5.393 -16.139 24.437 0.2 0.0 -0.5
H 13.972 -16.562 22.687 -0.5 -0.8 0.7
C 10.642 -16.344 14.174 0.2 -1.7 -0.9
H 8.708 -12.065 17.830 0.4 0.3 0.4
C 6.909 -18.240 20.007 1.2 1.2 -1.8
C 5.090 -11.283 20.662 0.4 -0.9 -1.2